{
  "formula": "C2H7ClNOPS",
  "method": "ωB97M-V/def2-TZVPD",
  "energy_ev": -38372.026,
  "gap_ev": 9.524,
  "max_force_ev_per_a": 4.51,
  "relative_energy_kcal_mol": 27.9,
  "species": ["C", "C", "N", "O", "P", "S", "Cl", "H", "H", "H", "H", "H", "H", "H"],
  "xyz": [[-0.69, 0.04, -1.57], [1.05, 0.31, 0.11], [-0.30, 0.08, -0.19], [-1.45, 0.75, 2.04], [-1.48, -0.46, 0.91], [2.11, -1.19, -0.34], [-0.63, -1.87, 2.06], [-0.59, 0.99, -1.95], [-0.06, -0.57, -2.21], [-1.82, -0.36, -1.70], [1.27, 0.56, 1.07], [3.23, -0.96, 0.32], [1.50, 1.16, -0.56], [-2.13, 1.53, 2.01]]
}